1.
9 unconnected molecules or ions with the total composition C33H56N2O21. Source: the Open Molecules 2025 dataset; level of theory: the ωB97M-V functional and the def2-TZVPD basis.

XYZ file:
```
112
Properties=species:S:1:pos:R:3
O -5.94 -1.42 -1.05
O -1.86 0.15 4.75
O -0.87 -1.22 -1.44
O -0.76 1.66 -0.49
O 1.40 -2.03 -0.84
O -0.24 -1.45 0.72
O -0.66 -2.40 8.54
O -5.75 -1.81 -3.19
O -7.48 -2.66 -2.10
O -2.78 1.73 -1.65
O -0.67 2.22 -2.60
O -0.85 -2.69 6.23
O 0.39 0.09 4.92
O 5.54 0.61 -0.21
O 3.73 0.25 0.90
O -2.56 -2.02 7.34
O 3.37 1.80 -4.03
O 3.91 2.06 -0.43
O -0.49 1.50 3.56
O 4.32 -0.48 -4.01
O 4.38 0.83 -5.95
N -7.32 -3.35 4.91
N -2.76 -0.57 -5.57
C 4.03 0.73 -4.72
C 1.45 0.84 4.43
C 0.60 -1.91 1.75
C -6.47 -2.01 -2.10
C -3.78 -2.24 -0.57
C -4.40 -1.84 4.05
C 0.89 -0.08 -5.94
C 4.36 0.95 0.07
C 3.54 -0.69 -2.80
C 5.45 3.89 -0.66
C -4.53 -1.20 -1.33
C -2.90 -2.26 3.77
C 1.26 3.53 -2.59
C 4.32 2.01 -6.70
C 5.04 2.60 -1.16
C 0.87 1.55 3.18
C 0.52 -2.95 6.01
C -0.59 -1.20 -2.86
C -6.29 -3.02 5.08
C -3.34 -1.96 8.51
C 0.63 2.29 -2.11
C 0.56 2.12 -0.56
C 6.18 1.54 -0.97
C -4.92 -2.55 5.31
C -0.73 0.53 4.42
C -2.03 0.30 -5.75
C -1.40 -2.41 7.34
C 1.66 2.80 2.86
C -1.52 1.88 -1.62
C 0.15 -1.53 -0.51
C -4.53 -1.17 -2.84
C -1.13 1.41 -6.07
C 0.20 0.99 -6.72
H -2.99 -1.37 9.37
H 0.22 -0.93 -5.79
H 1.21 0.22 -4.93
H -4.39 -0.21 -3.36
H 4.68 4.48 -0.13
H 5.63 4.51 -1.59
H 1.49 -1.27 1.82
H 1.83 1.54 5.16
H 2.32 3.54 -2.26
H 3.29 1.96 -7.04
H -4.27 -0.78 4.35
H 4.87 2.58 -2.22
H 0.59 3.10 -0.10
H 1.09 -2.90 1.58
H -4.21 -1.45 8.13
H 0.80 -3.93 5.83
H 4.49 2.84 -6.11
H -5.14 -1.91 6.20
H -4.20 -3.24 5.79
H 1.50 3.72 3.51
H -0.89 2.02 -5.14
H 4.90 2.13 -7.58
H 0.08 0.65 -7.80
H -1.68 1.98 -6.70
H 1.01 0.89 2.37
H 6.37 3.92 -0.10
H 0.61 4.37 -2.08
H -5.05 -2.02 3.22
H 4.19 -1.00 -1.99
H -4.42 -3.13 -0.42
H 0.92 1.86 -6.82
H 1.76 -0.38 -6.62
H 2.74 2.51 2.77
H -2.45 -1.85 2.80
H 1.18 1.53 -2.45
H -3.47 -2.02 0.46
H 1.47 2.97 1.75
H 6.36 1.21 -1.98
H -4.13 -0.17 -0.96
H 0.05 -0.40 -3.28
H 1.12 1.36 -0.09
H 7.08 1.87 -0.56
H 1.06 -2.84 6.90
H -1.62 -1.18 -3.18
H 2.20 0.16 4.07
H 2.74 -1.42 -2.80
H 3.00 0.15 -2.43
H 0.10 -2.03 2.68
H -2.93 -2.59 -1.04
H -2.25 -2.03 4.49
H -0.14 -2.13 -3.23
H -2.89 -3.32 3.75
H -3.69 -1.76 -3.19
H 0.92 -2.29 5.26
H 1.24 3.69 -3.62
H -3.57 -2.99 8.79
```

Results
Electronic energy ... -81097.8686 eV
Relative energy (zero: lowest compared OMol25 entry of this formula, charge and spin) ... 433.2 kJ/mol
Orbital gap ... 9.30 eV
Largest force on an atom ... 12.7 eV/A
Structure (SMILES) ... C[C@H]1COC(=O)O1.C[C@H]1COC(=O)O1.C[C@H]1COC(=O)O1.C[C@H]1COC(=O)O1.COC(=O)OC.COC(=O)OC.COC(=O)OC.CCCC#N.CCCC#N

2.
2 unconnected molecules or ions with the total composition C5H11O2. Source: the Open Molecules 2025 dataset; level of theory: the ωB97M-V functional and the def2-TZVPD basis.

XYZ file:
```
18
Properties=species:S:1:pos:R:3
O 2.46 0.73 1.17
O 2.85 1.05 -1.01
C 2.37 -1.14 -0.33
C -2.20 -0.42 0.97
C 2.59 0.33 -0.01
C -0.72 1.22 -0.31
C -1.82 0.13 -0.40
H -1.51 -1.15 1.37
H -1.13 2.23 -0.22
H -0.15 1.10 0.61
H -2.72 0.54 -0.86
H -3.19 -0.90 0.97
H 1.36 -1.32 -0.69
H -1.43 -0.64 -1.06
H -0.01 1.06 -1.10
H 3.02 -1.30 -1.20
H 2.60 -1.91 0.41
H -2.36 0.40 1.68
```

Results
Electronic energy ... -9459.6472 eV
Relative energy (zero: lowest compared OMol25 entry of this formula, charge and spin) ... 36.9 kJ/mol
Charge ... -1
Orbital gap ... 7.49 eV
Largest force on an atom ... 1.3 eV/A

3.
A single C3H5ClS molecule. Source: the Open Molecules 2025 dataset; level of theory: the ωB97M-V functional and the def2-TZVPD basis.

XYZ file:
```
10
Properties=species:S:1:pos:R:3
Cl 1.90 -0.30 0.98
S 0.34 1.59 1.56
C 1.10 -1.13 -0.15
C -0.83 0.71 -0.67
C -0.91 0.72 0.71
H 1.19 -1.02 -1.25
H -0.16 1.21 -1.26
H 0.37 -1.96 -0.01
H -1.54 0.11 1.26
H -1.45 0.06 -1.17
```

Results
Electronic energy ... -26545.4868 eV
Relative energy (zero: lowest compared OMol25 entry of this formula, charge and spin) ... 336.2 kJ/mol
Orbital gap (spin up / spin down) ... 7.80 / 7.56 eV
Largest force on an atom ... 4.4 eV/A

4.
A molecular structure, C44H38BrN5OReS. Source: the Open Molecules 2025 dataset; level of theory: the ωB97M-V functional and the def2-TZVPD basis.

XYZ file:
```
91
Properties=species:S:1:pos:R:3
Re 0.04 -0.34 1.44
Br -4.52 2.69 -3.84
S 2.00 -0.65 -1.53
O 0.77 -0.28 -0.68
N 1.68 -1.76 1.54
N 1.82 0.89 1.67
N -0.90 -1.64 2.85
N -2.03 -0.58 0.65
N -1.02 1.25 2.74
C -1.77 -3.62 -4.02
C 0.54 -2.76 -2.73
C -1.84 -3.13 -2.72
C -3.93 3.56 2.49
C 5.36 -1.31 1.68
C -3.60 4.30 1.36
C -1.94 2.26 2.22
C 1.28 4.37 -3.06
C 1.48 1.59 -3.07
C -3.75 1.63 -2.49
C 2.68 -3.92 1.61
C 4.09 -1.97 1.64
C -2.45 4.00 0.64
C 0.48 3.61 -3.91
C 1.87 2.22 1.70
C -0.34 -2.16 3.95
C -0.69 -2.70 -2.08
C -2.61 0.11 -0.44
C -3.11 2.53 2.91
C 3.06 2.94 1.68
C 4.25 0.85 1.64
C 0.57 2.23 -3.91
C -3.97 -0.03 -0.78
C 3.95 -3.38 1.67
C 1.64 0.10 -3.15
C 1.81 -2.43 -2.01
C 2.27 2.35 -2.21
C 2.17 3.74 -2.21
C -2.39 1.74 -2.22
C 0.60 -3.21 -4.05
C -4.53 0.72 -1.78
C -2.32 -3.40 4.49
C -2.92 -2.85 3.36
C -2.75 -1.35 1.41
C -1.01 -3.04 4.79
C -1.61 2.98 1.07
C -2.19 -1.97 2.56
C 3.00 0.21 1.64
C -1.83 0.98 -1.21
C 2.92 -1.20 1.60
C 5.43 0.04 1.65
C 4.26 2.26 1.65
C -0.55 -3.67 -4.68
C 1.57 -3.08 1.53
H 0.93 2.77 1.74
H -0.77 1.06 -1.03
H 2.53 -0.16 -3.75
H -0.74 -2.31 -1.07
H 0.58 -3.51 1.47
H -5.58 0.61 -2.01
H 5.20 2.79 1.65
H 2.98 1.85 -1.56
H -0.03 1.64 -4.59
H -0.49 -4.06 -5.69
H 0.77 -0.40 -3.58
H -4.62 -0.73 -0.28
H 0.67 -1.86 4.18
H -1.50 0.76 3.50
H -2.67 -3.96 -4.52
H 2.54 -4.99 1.62
H 6.39 0.54 1.67
H 1.90 -2.98 -1.08
H -0.20 4.10 -4.60
H 2.81 4.32 -1.56
H -3.35 1.98 3.82
H -4.81 3.80 3.06
H 6.26 -1.91 1.72
H -0.70 2.76 0.52
H -1.78 2.42 -2.79
H -2.87 -4.08 5.13
H 4.82 -4.01 1.74
H -2.80 -3.10 -2.21
H -3.80 -1.52 1.21
H -0.24 1.73 3.19
H -3.94 -3.08 3.10
H 1.21 5.45 -3.07
H 2.69 -2.62 -2.62
H -4.24 5.10 1.03
H 1.55 -3.24 -4.57
H 3.03 4.02 1.71
H -0.51 -3.44 5.66
H -2.19 4.57 -0.24
```

Results
Electronic energy ... -138712.8433 eV
⟨S²⟩ ... 0.773
Relative energy (zero: lowest compared OMol25 entry of this formula, charge and spin) ... 0.0 kJ/mol
Charge ... +4
Spin multiplicity ... 2
Orbital gap (spin up / spin down) ... 3.80 / 4.20 eV
Largest force on an atom ... 3.3 eV/A

Which value of electronic energy does entry 1 give? -81097.8686 eV

The highest electronic energy belongs to which entry? C5H11O2